Density functional theory data (ωB97M-V/def2-TZVPD) for a molecular structure, C39H39BN8O2S3W at a distorted geometry.

Output
Kohn-Sham gap (spin up / spin down): 4.783 / 4.686 eV
E_HOMO (spin up / spin down): -7.32 / -7.26 eV
ΔE to the lowest compared entry with this formula, charge and spin: 47.2 kcal per mole

ORCA input file:
```
! RIJCOSX wB97M-V def2-TZVPD def2/J DEFGRID3
* xyz 0 1
W 0.323 0.041 0.428
C 1.604 -3.063 4.278
C 2.377 -2.003 3.470
C 1.996 -0.609 3.936
C 2.300 -2.361 1.990
C 2.953 -3.529 1.580
C 2.666 -3.681 0.250
N 1.894 -2.663 -0.120
N 1.662 -1.825 0.921
B 1.421 -2.376 -1.535
N 1.953 -1.011 -1.964
C 2.880 -0.822 -2.896
C 3.073 0.525 -3.052
C 2.192 1.153 -2.172
N 1.527 0.190 -1.469
C 2.081 2.675 -2.309
C 1.495 2.973 -3.710
C 1.359 3.586 -1.312
N -0.111 -2.334 -1.562
C -0.951 -3.154 -2.188
C -2.240 -2.798 -1.856
C -2.125 -1.714 -0.988
N -0.809 -1.450 -0.810
C -3.292 -0.983 -0.376
C -4.145 -1.934 0.476
C -4.191 -0.397 -1.473
H 1.760 -2.899 5.348
H 1.939 -4.072 4.031
H 0.538 -3.001 4.069
H 3.435 -2.137 3.708
H 1.007 -0.326 3.600
H 2.711 0.134 3.594
H 1.986 -0.589 5.029
H 3.569 -4.162 2.200
H 2.966 -4.432 -0.464
H 1.819 -3.226 -2.281
H 3.348 -1.665 -3.381
H 3.760 1.015 -3.724
H 3.126 2.991 -2.332
H 0.432 2.728 -3.730
H 1.993 2.407 -4.497
H 1.609 4.038 -3.924
H 0.342 3.787 -1.648
H 1.890 4.538 -1.262
H 1.307 3.198 -0.305
H -0.576 -3.935 -2.833
H -3.156 -3.251 -2.204
H -2.913 -0.179 0.245
H -4.578 -2.715 -0.155
H -4.964 -1.377 0.937
H -3.564 -2.410 1.261
H -4.578 -1.196 -2.112
H -3.665 0.315 -2.103
H -5.042 0.112 -1.015
S 4.635 -0.813 0.205
C 4.593 0.835 -0.062
C 5.666 1.376 -0.875
N 6.515 1.766 -1.547
C 3.635 1.740 0.408
S 2.182 1.378 1.279
C 3.863 3.143 0.267
N 4.043 4.277 0.148
O -1.231 2.562 3.110
C -1.125 1.389 2.924
O -0.402 0.920 1.865
C -1.677 0.327 3.765
C -2.248 0.731 4.980
C -2.772 -0.191 5.855
C -2.738 -1.545 5.514
C -2.185 -1.957 4.321
C -1.631 -1.034 3.417
S -0.978 -1.723 1.954
H -2.257 1.790 5.204
H -3.203 0.128 6.796
H -3.145 -2.285 6.194
H -2.164 -3.010 4.060
C -2.301 1.312 -4.822
C -1.394 0.343 -4.352
C -0.930 0.384 -3.066
C -1.343 1.379 -2.135
C -0.902 1.447 -0.757
C -1.297 2.567 -0.047
C -2.150 3.560 -0.557
C -2.624 3.462 -1.827
C -2.214 2.383 -2.647
C -2.683 2.316 -3.984
H -2.674 1.266 -5.839
H -1.045 -0.436 -5.020
H -0.205 -0.351 -2.779
H -0.936 2.742 0.947
H -2.412 4.399 0.078
H -3.306 4.202 -2.234
H -3.352 3.097 -4.329
*
```



Density functional theory data (ωB97M-V/def2-TZVPD) for a molecular structure, C39H39ClNO3P2V at a distorted geometry.

Output
<S²>: 2.0187
Kohn-Sham gap (spin up / spin down): 7.821 / 7.827 eV
E_HOMO (spin up / spin down): -13.82 / -13.84 eV

ORCA input file:
```
! RIJCOSX wB97M-V def2-TZVPD def2/J DEFGRID3
* xyz 2 3
V -0.163 -0.338 -0.025
C 2.598 1.669 0.464
C 3.214 0.267 0.400
P 2.106 -0.941 -0.467
C 2.559 -0.764 -2.221
C 2.283 0.445 -2.867
C 2.604 0.610 -4.205
C 3.200 -0.429 -4.909
C 3.477 -1.630 -4.273
C 3.160 -1.799 -2.932
C 2.735 -2.549 0.067
C 1.846 -3.592 0.319
C 2.330 -4.829 0.719
C 3.693 -5.026 0.874
C 4.582 -3.989 0.619
C 4.110 -2.753 0.213
P 0.825 1.567 0.942
C 0.808 1.336 2.744
C 0.539 2.422 3.577
C 0.503 2.248 4.952
C 0.731 0.995 5.500
C 1.023 -0.083 4.677
C 1.067 0.081 3.302
C 0.067 3.167 0.591
C -1.267 3.342 0.976
C -1.918 4.529 0.695
C -1.256 5.540 0.007
C 0.066 5.369 -0.376
C 0.734 4.188 -0.081
H 2.666 2.153 -0.512
H 3.117 2.291 1.195
H 3.387 -0.125 1.405
H 4.171 0.306 -0.120
H 1.832 1.265 -2.321
H 2.397 1.551 -4.698
H 3.454 -0.298 -5.952
H 3.948 -2.436 -4.819
H 3.389 -2.735 -2.440
H 0.782 -3.432 0.207
H 1.644 -5.644 0.911
H 4.068 -5.989 1.192
H 5.647 -4.142 0.735
H 4.809 -1.955 -0.002
H 0.361 3.402 3.155
H 0.295 3.095 5.592
H 0.690 0.860 6.573
H 1.214 -1.057 5.108
H 1.315 -0.765 2.674
H -1.778 2.539 1.497
H -2.942 4.679 1.014
H -1.768 6.466 -0.221
H 0.589 6.157 -0.901
H 1.774 4.095 -0.364
O -0.509 0.032 -1.621
C -0.969 0.233 -2.783
C -1.637 -0.857 -3.548
C -3.086 -0.361 -3.802
C -3.678 0.503 -2.659
C -3.381 2.015 -2.743
C -1.925 2.379 -2.433
N -1.048 1.493 -3.240
H -1.634 -1.758 -2.935
H -1.120 -1.071 -4.485
H -3.709 -1.241 -3.951
H -3.119 0.210 -4.732
H -3.352 0.121 -1.684
H -4.761 0.387 -2.683
H -4.022 2.544 -2.037
H -3.637 2.380 -3.742
H -1.700 2.207 -1.383
H -1.701 3.419 -2.664
H -1.293 1.532 -4.222
Cl -5.380 -4.251 4.953
C -4.358 -3.366 3.905
C -3.080 -3.847 3.628
C -2.246 -3.122 2.806
C -2.681 -1.913 2.248
C -3.972 -1.452 2.516
C -4.808 -2.176 3.337
C -1.770 -1.138 1.424
O -0.563 -1.594 1.176
O -2.055 -0.029 0.902
H -2.748 -4.778 4.065
H -1.252 -3.482 2.579
H -4.313 -0.528 2.067
H -5.807 -1.823 3.551
*
```



Density functional theory data (ωB97M-V/def2-TZVPD) for a molecular structure, C39H40AsCl2N2OPdSSe.

Output
<S²>: 6.0401
Kohn-Sham gap (spin up / spin down): 8.963 / 5.163 eV
E_HOMO (spin up / spin down): -16.33 / -16.45 eV
ΔE to the lowest compared entry with this formula, charge and spin: 1.5 kcal per mole

ORCA input file:
```
! RIJCOSX wB97M-V def2-TZVPD def2/J DEFGRID3
* xyz 3 5
Pd 1.750 0.140 0.608
Cl 2.261 2.377 1.517
C 3.937 2.210 2.014
C 4.433 3.117 2.890
C 5.787 3.011 3.265
C 6.606 2.021 2.749
C 6.098 1.112 1.843
Cl 7.119 -0.084 1.203
C 4.724 1.168 1.447
S 4.134 0.055 0.327
H 3.812 3.914 3.281
H 6.194 3.729 3.968
H 7.648 1.956 3.038
C 1.027 3.660 -3.701
C -0.438 4.021 -3.436
C -0.654 4.731 -2.103
C -0.389 3.854 -0.883
N -1.317 2.709 -0.821
C -1.093 1.452 -1.226
Se 0.566 0.720 -1.724
N -2.217 0.743 -1.179
C -2.414 -0.666 -1.595
C -3.051 -0.760 -2.975
C -2.203 -0.155 -4.091
C -2.738 -0.510 -5.477
C -3.227 1.567 -0.705
C -4.572 1.308 -0.436
C -5.305 2.360 0.055
C -4.730 3.633 0.278
C -3.406 3.888 0.009
C -2.662 2.815 -0.488
H 1.166 3.292 -4.717
H 1.399 2.870 -3.032
H 1.680 4.523 -3.561
H -1.071 3.128 -3.498
H -0.786 4.680 -4.229
H -1.674 5.116 -2.041
H 0.016 5.591 -2.033
H -0.524 4.423 0.035
H 0.626 3.462 -0.896
H -3.036 -1.135 -0.837
H -1.444 -1.161 -1.571
H -4.032 -0.277 -2.955
H -3.229 -1.820 -3.177
H -1.171 -0.511 -3.997
H -2.177 0.936 -3.985
H -2.724 -1.590 -5.634
H -2.145 -0.047 -6.265
H -3.769 -0.172 -5.595
H -5.019 0.336 -0.607
H -6.355 2.215 0.277
H -5.351 4.427 0.673
H -2.971 4.864 0.184
O -0.344 -0.518 0.868
As 0.081 -2.101 1.367
C 0.483 -3.154 -0.155
C 1.551 -2.809 -0.984
C 1.813 -3.549 -2.126
C 1.011 -4.646 -2.429
C -0.058 -4.986 -1.608
C -0.331 -4.238 -0.468
C 1.715 -1.755 2.340
C 2.850 -2.576 2.234
C 3.944 -2.327 3.040
C 3.921 -1.260 3.941
C 2.808 -0.437 4.041
C 1.693 -0.677 3.242
C -1.185 -2.947 2.459
C -2.363 -2.280 2.774
C -3.268 -2.903 3.619
C -2.986 -4.161 4.134
C -1.799 -4.814 3.814
C -0.884 -4.207 2.971
H 2.212 -1.988 -0.737
H 2.644 -3.287 -2.770
H 1.229 -5.247 -3.303
H -0.679 -5.837 -1.853
H -1.169 -4.497 0.164
H 2.860 -3.410 1.544
H 4.813 -2.971 2.981
H 4.775 -1.088 4.586
H 2.786 0.366 4.768
H 0.794 -0.091 3.367
H -2.565 -1.297 2.370
H -4.194 -2.405 3.879
H -3.697 -4.640 4.794
H -1.589 -5.794 4.223
H 0.039 -4.715 2.717
*
```



Density functional theory data (ωB97M-V/def2-TZVPD) for a molecular structure, C39H40BrCaClIN6O3PS.

Output
Kohn-Sham gap: 7.724 eV
E_HOMO: -7.50 eV
ΔE to the lowest compared entry with this formula, charge and spin: 0.0 kcal per mole

ORCA input file:
```
! RIJCOSX wB97M-V def2-TZVPD def2/J DEFGRID3
* xyz 0 1
Ca -0.783 0.582 1.226
C -3.501 1.691 -0.543
C -2.300 2.619 -0.767
N -1.743 3.115 0.492
C -2.597 4.100 1.151
C -2.646 3.964 2.669
S -2.871 2.271 3.270
C -4.425 1.820 2.439
C -4.304 0.595 1.540
N -3.268 0.702 0.516
H -3.734 1.203 -1.493
H -4.383 2.283 -0.286
H -2.624 3.434 -1.433
H -1.506 2.076 -1.281
H -0.821 3.494 0.321
H -3.609 4.004 0.754
H -2.284 5.123 0.912
H -3.431 4.607 3.071
H -1.707 4.293 3.116
H -4.776 2.689 1.884
H -5.174 1.613 3.203
H -5.295 0.406 1.102
H -4.046 -0.273 2.150
H -3.142 -0.221 0.117
Br 3.119 5.649 2.406
C 3.804 3.903 2.664
C 5.175 3.721 2.526
C 5.725 2.460 2.693
C 4.911 1.378 2.991
C 3.544 1.558 3.124
C 2.985 2.822 2.966
I 0.926 2.994 3.237
H 5.800 4.571 2.292
H 6.793 2.323 2.580
H 5.336 0.389 3.097
H 2.901 0.719 3.357
N 1.553 -0.240 1.040
C 2.477 -0.912 0.844
C 3.577 -1.743 0.621
C 4.874 -1.189 0.577
N 5.928 -0.715 0.532
C 3.362 -3.119 0.389
N 3.175 -4.241 0.182
O -0.870 -0.221 -0.998
P -0.767 -1.551 -1.698
C -1.241 -2.950 -0.691
C -2.594 -3.260 -0.539
C -2.980 -4.243 0.355
C -2.020 -4.915 1.102
C -0.676 -4.609 0.957
C -0.285 -3.624 0.064
C 0.898 -1.832 -2.309
C 1.775 -0.752 -2.357
C 3.056 -0.932 -2.858
C 3.463 -2.183 -3.299
C 2.589 -3.260 -3.250
C 1.306 -3.085 -2.762
C -1.851 -1.547 -3.143
C -2.252 -0.314 -3.652
C -3.040 -0.253 -4.792
C -3.426 -1.423 -5.430
C -3.024 -2.655 -4.930
C -2.238 -2.718 -3.790
H -3.343 -2.736 -1.122
H -4.029 -4.485 0.472
H -2.324 -5.683 1.803
H 0.075 -5.124 1.540
H 0.767 -3.396 -0.043
H 1.450 0.208 -1.974
H 3.752 -0.103 -2.890
H 4.472 -2.321 -3.665
H 2.915 -4.241 -3.569
H 0.634 -3.933 -2.703
H -1.939 0.592 -3.148
H -3.351 0.707 -5.185
H -4.041 -1.377 -6.319
H -3.325 -3.568 -5.427
H -1.933 -3.681 -3.397
Cl 0.236 -3.262 4.199
C -1.312 -2.361 4.191
C -1.221 -1.252 3.155
O -0.690 -0.165 3.483
O -1.663 -1.493 1.995
H -1.453 -1.952 5.186
H -2.094 -3.066 3.929
C 4.398 2.052 -0.759
C 3.335 2.954 -1.388
C 2.022 2.716 -0.793
N 1.012 2.510 -0.289
H 5.359 2.215 -1.243
H 4.137 1.002 -0.864
H 4.507 2.261 0.303
H 3.249 2.783 -2.463
H 3.577 4.008 -1.244
*
```